[1]
This record from the OMol25 dataset describes a cluster of 2 separate species, C17H31BF4NO6S in total at a distorted geometry. The level of theory is ωB97M-V/def2-TZVPD.

The geometry in ORCA input format:
```
! RIJCOSX wB97M-V def2-TZVPD def2/J DEFGRID3
* xyz -1 1
C 0.824 1.332 3.230
C 0.426 2.048 2.358
C -0.020 3.005 1.336
C -0.365 2.313 -0.001
C 0.699 2.625 -1.089
O 1.450 1.500 -1.496
C 2.245 0.884 -0.488
C 2.998 -0.252 -1.205
C 2.135 -1.519 -1.293
O 2.914 -2.703 -1.098
C 3.235 -2.925 0.186
O 2.562 -2.587 1.130
C 3.234 1.842 0.173
S 4.107 1.128 1.583
O 5.378 0.683 1.096
O 4.168 2.129 2.618
N -1.646 2.808 -0.502
C -2.784 2.499 0.375
C -4.029 2.195 -0.467
C -4.247 0.706 -0.874
C -3.086 -0.241 -0.562
C -3.310 -1.685 -1.066
C -4.143 -2.498 -0.082
O -5.490 -2.050 -0.086
C -6.415 -3.117 0.107
H 1.417 0.811 3.945
H 0.780 3.739 1.235
H -0.872 3.537 1.762
H -0.397 1.228 0.149
H 0.161 2.950 -1.981
H 1.325 3.474 -0.804
H 1.599 0.387 0.245
H 3.206 0.105 -2.214
H 3.971 -0.464 -0.756
H 1.750 -1.608 -2.308
H 1.276 -1.488 -0.624
H 4.186 -3.436 0.370
H 2.767 2.742 0.570
H 4.021 2.146 -0.515
H 3.355 0.060 1.977
H -1.799 2.416 -1.423
H -2.556 1.725 1.113
H -3.006 3.407 0.946
H -4.913 2.572 0.049
H -3.946 2.810 -1.366
H -5.189 0.364 -0.453
H -4.381 0.691 -1.961
H -2.995 -0.306 0.527
H -2.162 0.188 -0.952
H -2.330 -2.142 -1.194
H -3.879 -1.632 -1.997
H -3.733 -2.417 0.930
H -4.110 -3.544 -0.410
H -6.561 -3.627 -0.848
H -6.018 -3.805 0.857
H -7.343 -2.680 0.467
B 7.116 -3.265 0.158
F 6.258 -2.548 -0.714
F 7.169 -4.613 -0.252
F 8.401 -2.705 0.120
F 6.592 -3.197 1.468
*
```

- E_HOMO: -0.283 Eh
- Lowest unoccupied orbital energy: 2.1 eV



[2]
This record from the OMol25 dataset describes a structure of composition C4H16FN8O4Tl at a distorted geometry. The level of theory is ωB97M-V/def2-TZVPD.

The geometry in ORCA input format:
```
! RIJCOSX wB97M-V def2-TZVPD def2/J DEFGRID3
* xyz 2 1
Tl 13.981 -15.694 11.088
F 13.291 -16.900 8.463
C 16.134 -18.362 9.011
O 15.754 -17.701 9.966
N 17.378 -18.906 8.853
N 15.403 -18.398 7.850
H 17.468 -19.571 8.105
H 18.011 -18.898 9.639
H 14.476 -17.978 7.941
H 15.773 -18.763 6.988
C 12.809 -15.760 5.089
O 12.951 -15.246 4.008
N 13.032 -15.179 6.299
N 12.508 -17.107 5.231
H 13.386 -14.233 6.179
H 12.984 -15.787 7.110
H 12.335 -17.575 6.111
H 12.583 -17.695 4.407
C 10.940 -13.720 9.514
O 12.126 -13.831 9.846
N 10.403 -14.420 8.488
N 10.056 -12.929 10.154
H 11.002 -15.077 8.020
H 9.435 -14.354 8.228
H 9.194 -12.748 9.667
H 10.113 -12.620 11.109
C 10.980 -19.364 7.484
O 10.124 -20.104 7.044
N 10.755 -18.062 7.895
N 12.298 -19.699 7.627
H 9.990 -17.570 7.455
H 11.585 -17.596 8.254
H 12.775 -19.204 8.375
H 12.500 -20.688 7.498
*
```

- Energy above the lowest of the compared OMol25 structures with the same formula, charge and spin: 28.6 kcal per mole
- E_HOMO: -0.596 Eh
- Lowest unoccupied orbital energy: -13.5 eV



[3]
This record from the OMol25 dataset describes a cluster of 11 separate species, C17H56N10O11 in total at a distorted geometry. The level of theory is ωB97M-V/def2-TZVPD.

The geometry in ORCA input format:
```
! RIJCOSX wB97M-V def2-TZVPD def2/J DEFGRID3
* xyz 0 1
C -1.649 -3.709 1.043
C -1.750 -2.735 -0.164
O -0.570 -2.842 -0.989
H -2.515 -3.521 1.757
H -0.739 -3.590 1.509
H -1.744 -4.765 0.797
H -1.972 -1.763 0.130
H -2.651 -3.057 -0.728
H -0.143 -1.992 -0.742
C 2.802 -3.572 1.860
C 2.440 -3.856 0.492
O 2.093 -2.611 -0.131
H 1.980 -3.054 2.388
H 3.782 -3.084 1.877
H 2.854 -4.548 2.330
H 1.759 -4.639 0.319
H 3.369 -4.089 0.112
H 2.273 -2.676 -1.036
C -0.367 4.456 -0.042
C 0.552 3.556 -0.844
O -0.152 2.865 -1.773
H -0.009 4.735 0.970
H -1.414 4.128 0.073
H -0.482 5.361 -0.543
H 1.245 2.906 -0.280
H 1.251 4.212 -1.380
H -0.253 1.935 -1.474
C 0.990 0.621 -4.030
C 0.127 -0.577 -4.103
O 0.499 -1.429 -3.104
H 1.929 0.335 -4.499
H 1.044 1.000 -2.969
H 0.758 1.436 -4.749
H 0.081 -0.928 -5.136
H -0.933 -0.396 -3.847
H -0.104 -2.186 -3.065
C -4.222 1.918 0.141
C -3.887 0.771 -0.779
O -2.982 1.103 -1.848
H -4.960 2.538 -0.330
H -3.382 2.390 0.495
H -4.616 1.539 1.030
H -4.837 0.288 -1.121
H -3.447 0.003 -0.122
H -3.311 1.834 -2.308
C 3.188 0.440 -1.522
C 4.332 -0.134 -0.775
O 5.047 -1.096 -1.564
H 2.370 -0.252 -1.511
H 3.346 0.739 -2.594
H 2.753 1.366 -1.106
H 4.050 -0.525 0.189
H 4.963 0.672 -0.408
H 6.027 -0.923 -1.492
C -3.609 -1.502 -3.975
O -3.345 -2.244 -2.836
N -3.366 -0.244 -4.094
N -4.114 -2.017 -5.076
H -3.118 0.224 -3.214
H -3.259 0.173 -5.033
H -4.303 -3.112 -5.023
H -4.420 -1.459 -5.967
C 3.473 1.012 2.601
O 3.389 -0.244 3.099
N 4.370 1.934 2.896
N 2.511 1.415 1.855
H 5.072 1.795 3.670
H 4.377 2.900 2.514
H 1.831 0.685 1.524
H 2.634 2.269 1.360
C -0.203 0.293 0.395
O -0.965 1.148 0.988
N -0.362 0.142 -0.884
N 0.651 -0.451 1.064
H -1.289 0.321 -1.217
H 0.497 -0.069 -1.454
H 0.649 -0.323 2.083
H 1.263 -1.141 0.614
C -2.404 2.666 3.674
O -2.710 3.373 4.732
N -2.021 3.205 2.560
N -2.321 1.352 3.627
H -2.052 4.233 2.636
H -1.662 2.805 1.704
H -2.328 0.916 4.597
H -2.845 0.782 2.914
C 0.196 -0.853 4.386
O -0.936 -1.493 4.812
N 0.301 0.218 3.672
N 1.333 -1.386 4.476
H -0.551 0.765 3.417
H 1.175 0.642 3.453
H 1.424 -2.246 5.028
H 2.218 -1.128 4.016
*
```

- Energy above the lowest of the compared OMol25 structures with the same formula, charge and spin: 167.3 kcal per mole
- E_HOMO: -0.318 Eh
- Lowest unoccupied orbital energy: 0.1 eV



[4]
This record from the OMol25 dataset describes a structure of composition C31H50FI2NO15S at a distorted geometry. The level of theory is ωB97M-V/def2-TZVPD.

The geometry in ORCA input format:
```
! RIJCOSX wB97M-V def2-TZVPD def2/J DEFGRID3
* xyz 0 1
C 3.897 -4.017 1.288
C 4.868 -3.119 0.391
N 4.079 -2.586 -0.794
C 3.684 -1.189 -0.487
O 4.574 -0.335 -0.453
O 2.319 -0.983 -0.208
C 1.706 -0.035 -1.139
C 0.177 -0.566 -1.249
C -0.539 -0.732 0.155
O -1.677 -1.634 -0.028
C -2.634 -1.456 1.024
C -4.059 -2.093 0.586
C 1.848 1.481 -0.654
I 0.066 2.709 -0.873
C 2.398 1.677 0.840
C 3.104 3.145 0.882
I 0.883 1.704 2.406
S 2.360 -0.264 -2.900
O 3.614 0.483 -3.165
O 2.379 -1.705 -3.302
F 1.181 0.453 -3.874
H 4.217 -5.110 1.273
H 2.829 -3.986 0.910
H 3.883 -3.614 2.350
H 5.269 -2.282 1.051
H 5.770 -3.720 0.045
H 4.810 -2.462 -1.519
H 0.292 -1.631 -1.668
H -0.425 -0.008 -2.028
H 0.098 -1.195 0.969
H -0.979 0.250 0.510
H -2.851 -0.374 1.293
H -2.353 -1.979 2.002
H -4.488 -2.788 1.366
H -4.803 -1.232 0.454
H -3.933 -2.561 -0.439
H 2.636 1.964 -1.334
H 3.202 0.951 1.155
H 4.104 3.081 1.413
H 3.141 3.645 -0.132
H 2.453 3.822 1.539
O 2.787 -6.205 -2.559
C 3.307 -5.781 -3.555
O 4.515 -6.206 -4.019
C 4.889 -5.422 -5.158
C 3.594 -4.858 -5.697
C 2.763 -4.692 -4.440
H 5.579 -4.638 -4.831
H 5.395 -6.055 -5.889
H 3.728 -3.933 -6.260
H 3.118 -5.589 -6.358
H 2.937 -3.725 -3.963
H 1.702 -4.839 -4.637
O 5.962 1.944 2.202
C 7.010 1.853 1.619
O 8.223 2.036 2.208
C 9.251 1.964 1.212
C 8.644 1.185 0.068
C 7.181 1.573 0.150
H 9.527 2.983 0.922
H 10.129 1.466 1.627
H 9.104 1.407 -0.896
H 8.750 0.112 0.252
H 6.969 2.485 -0.413
H 6.531 0.761 -0.173
O -2.623 3.136 1.424
C -3.303 3.978 0.902
O -3.155 4.378 -0.389
C -4.047 5.469 -0.655
C -5.136 5.356 0.387
C -4.393 4.772 1.572
H -3.487 6.405 -0.572
H -4.440 5.382 -1.669
H -5.627 6.306 0.601
H -5.901 4.650 0.049
H -3.939 5.549 2.191
H -5.035 4.128 2.172
O -5.545 -5.003 2.022
C -5.528 -5.416 0.893
O -6.012 -4.728 -0.179
C -5.931 -5.556 -1.347
C -4.869 -6.585 -1.036
C -5.019 -6.765 0.460
H -6.911 -6.010 -1.521
H -5.667 -4.945 -2.211
H -4.987 -7.509 -1.604
H -3.880 -6.176 -1.260
H -5.766 -7.523 0.706
H -4.066 -6.995 0.934
O -6.902 8.234 1.775
C -6.808 7.649 2.820
O -5.625 7.250 3.361
C -5.879 6.488 4.549
C -7.259 6.907 5.004
C -7.954 7.213 3.693
H -5.829 5.424 4.299
H -5.117 6.710 5.297
H -7.764 6.148 5.603
H -7.190 7.819 5.605
H -8.414 6.322 3.258
H -8.688 8.010 3.803
*
```

- E_HOMO: -0.314 Eh
- Lowest unoccupied orbital energy: 0.1 eV